No. 1
Here is C16H22N4O2S as an isolated structure from the Open Molecules 2025 dataset. Energies are from ωB97M-V with the def2-TZVPD basis set.

Atoms and positions in Å:
C (-2.715821, -2.018881, -0.044390)
C (-1.199832, -1.952300, -0.149318)
C (-0.684694, -1.490413, -1.529772)
C (-1.157078, -2.414810, -2.664585)
C (-1.153957, -0.121475, -1.789873)
N (-1.503478, 0.957101, -1.977535)
C (0.857640, -1.549045, -1.504420)
O (1.406423, -2.585047, -1.182638)
N (1.535009, -0.431064, -1.848264)
C (2.994064, -0.421499, -1.884509)
C (3.535897, 0.961477, -1.622567)
C (3.526275, 1.552295, -0.434114)
C (2.980860, 0.935854, 0.826347)
N (2.453527, 1.917652, 1.782671)
C (1.553575, 2.878872, 1.320619)
O (1.782317, 4.062930, 1.392498)
C (0.300857, 2.325703, 0.675681)
C (-0.532860, 1.447108, 1.560409)
C (-1.891819, 1.334866, 1.529355)
C (-2.354971, 0.377735, 2.474746)
C (-3.795838, 0.060548, 2.728366)
N (-1.417248, -0.216465, 3.174307)
S (0.061172, 0.368210, 2.751054)
H (-3.001322, -2.265889, 0.977671)
H (-3.175142, -1.059813, -0.295152)
H (-3.138662, -2.781918, -0.698272)
H (-0.806465, -1.274073, 0.611633)
H (-0.750755, -2.928587, 0.032466)
H (-0.729109, -2.108013, -3.619049)
H (-0.828636, -3.428605, -2.441496)
H (-2.241185, -2.394448, -2.753222)
H (1.035950, 0.377073, -2.185155)
H (3.329525, -1.137947, -1.135035)
H (3.348133, -0.789654, -2.849321)
H (3.966496, 1.490210, -2.465007)
H (3.938449, 2.552454, -0.336842)
H (2.205076, 0.203127, 0.596774)
H (3.766961, 0.383753, 1.345999)
H (3.206636, 2.404152, 2.256446)
H (-0.292965, 3.164965, 0.321954)
H (0.605254, 1.756606, -0.209224)
H (-2.528477, 1.898295, 0.861969)
H (-4.360935, 0.026319, 1.796951)
H (-3.883658, -0.895356, 3.240365)
H (-4.245188, 0.828001, 3.361480)

Atomic forces in eV per Å
-0.003 0.000 0.001
-0.006 0.005 0.009
0.022 0.012 -0.057
0.000 -0.004 0.008
-0.046 -0.005 0.056
0.031 0.002 -0.029
-0.007 -0.023 0.024
0.004 0.009 0.000
0.006 -0.009 -0.025
-0.040 0.022 -0.002
0.025 0.001 0.001
-0.009 -0.003 -0.010
-0.257 -0.262 0.068
0.308 0.367 0.065
0.160 -0.140 -0.529
-0.195 0.018 0.394
-0.005 -0.019 -0.021
0.010 0.002 0.014
-0.005 -0.012 0.001
-0.002 0.017 0.008
0.001 -0.002 0.003
0.005 -0.014 -0.009
-0.008 0.008 0.006
0.001 0.001 0.003
0.001 0.000 0.001
0.000 0.001 -0.001
0.003 -0.001 -0.004
-0.001 -0.001 -0.001
0.000 0.001 0.000
0.001 0.001 0.000
0.000 0.000 0.001
-0.001 0.003 0.014
0.014 0.008 0.004
-0.003 -0.005 0.001
-0.006 0.005 0.001
0.003 -0.001 0.008
0.002 0.002 -0.002
-0.001 0.012 0.010
0.001 -0.005 0.006
0.003 0.007 0.004
-0.005 0.002 -0.007
0.003 0.001 -0.002
-0.001 -0.007 -0.003
0.000 0.000 -0.002
0.001 0.005 -0.007

Values from the calculation:
Kohn-Sham gap   9.93 eV
F_max   0.6 eV/Å
2S+1   1

Atom charges from the Löwdin analysis, given in e for atoms 1 to 4:
1. C -0.078
2. C -0.171
3. C -0.397
4. C -0.006



No. 2
Here is C71H57IN6O7SSr as an isolated structure from the Open Molecules 2025 dataset. Energies are from ωB97M-V with the def2-TZVPD basis set.

Atoms and positions in Å:
Sr (-0.521890, -0.364858, -0.071241)
C (-9.237921, 0.176603, -5.386806)
O (-8.145616, 1.063618, -5.437730)
C (-7.069369, 0.770878, -4.629829)
C (-6.010492, 1.666552, -4.679356)
C (-4.887100, 1.450697, -3.896177)
C (-4.786860, 0.341394, -3.059241)
C (-5.857107, -0.539828, -3.020690)
C (-6.999089, -0.340068, -3.796607)
C (-3.567667, 0.104129, -2.221161)
C (-3.695987, 0.564040, -0.844143)
C (-4.816643, 1.209021, -0.283658)
C (-4.482682, 1.512586, 1.041556)
C (-3.169038, 1.037433, 1.226907)
N (-2.713101, 0.475711, 0.095560)
C (-2.330577, 1.046626, 2.510468)
C (-1.985611, -0.374126, 2.957738)
C (-2.232288, -1.052910, 4.163755)
C (-1.658995, -2.323634, 4.013463)
C (-1.098913, -2.356671, 2.721970)
C (-0.380502, -3.478763, 2.132003)
C (-0.251117, -4.656629, 3.049562)
C (-1.214247, -5.653218, 3.069284)
C (-1.105971, -6.762185, 3.908961)
C (-0.008256, -6.871910, 4.753917)
O (0.196846, -7.923997, 5.618509)
C (-0.754541, -8.962918, 5.593590)
C (0.960372, -5.876797, 4.762836)
C (0.828347, -4.781898, 3.922089)
C (0.139732, -3.605761, 0.872500)
N (-0.021648, -2.721425, -0.197799)
C (0.425881, -3.326160, -1.309512)
C (0.159310, -2.927494, -2.643806)
C (0.599048, -3.875664, -3.716538)
C (-0.234691, -4.875706, -4.206541)
C (0.185899, -5.784630, -5.178150)
C (1.482868, -5.698522, -5.671780)
O (2.005159, -6.542011, -6.626759)
C (1.197169, -7.621858, -7.029382)
C (2.334613, -4.707893, -5.205429)
C (1.888314, -3.811757, -4.245724)
C (-0.802611, -1.935645, -3.004327)
C (-1.450391, -1.852281, -4.329718)
C (-2.516923, -1.043128, -4.198607)
C (-2.531806, -0.572081, -2.811645)
N (-1.413673, -1.100103, -2.165813)
C (1.043304, -4.618859, -0.940181)
C (0.847535, -4.791856, 0.379918)
N (-1.302192, -1.158156, 2.105070)
C (-3.105990, 1.866686, 3.538610)
C (-4.186672, 1.318105, 4.221298)
C (-4.900200, 2.065402, 5.152882)
C (-4.547461, 3.382345, 5.390779)
O (-5.263085, 4.114604, 6.325864)
C (-4.515053, 4.391510, 7.497228)
C (-3.512827, 3.965520, 4.677819)
C (-2.802894, 3.205424, 3.757524)
H (-8.953723, -0.830810, -5.705439)
H (-9.987521, 0.568607, -6.070851)
H (-9.664672, 0.119286, -4.381051)
H (-6.082471, 2.525818, -5.335055)
H (-4.060534, 2.151716, -3.930933)
H (-5.793305, -1.403414, -2.368917)
H (-7.806914, -1.055771, -3.742814)
H (-5.744119, 1.436972, -0.788333)
H (-5.107038, 2.016400, 1.762827)
H (-2.748640, -0.680824, 5.037687)
H (-1.648405, -3.123615, 4.740273)
H (-2.066451, -5.560637, 2.406543)
H (-1.876979, -7.518487, 3.887089)
H (-1.747100, -8.608356, 5.886716)
H (-0.417470, -9.709406, 6.309608)
H (-0.823985, -9.420234, 4.602367)
H (1.803460, -5.973538, 5.436362)
H (1.572217, -3.992730, 3.938793)
H (-1.243061, -4.941777, -3.813418)
H (-0.500569, -6.543663, -5.527181)
H (1.792913, -8.212737, -7.722080)
H (0.907442, -8.245435, -6.178492)
H (0.290499, -7.281772, -7.539095)
H (3.339000, -4.648894, -5.607226)
H (2.553917, -3.035188, -3.884116)
H (-1.132993, -2.379693, -5.217422)
H (-3.238670, -0.782709, -4.958383)
H (1.524755, -5.302399, -1.625041)
H (1.144894, -5.640691, 0.979192)
H (-4.476046, 0.296920, 4.011474)
H (-5.737668, 1.636192, 5.689715)
H (-5.169354, 4.934856, 8.177115)
H (-3.636809, 5.004219, 7.277800)
H (-4.183353, 3.463772, 7.974031)
H (-3.273249, 5.011569, 4.830817)
H (-2.004187, 3.667313, 3.192054)
I (2.733265, -0.418318, -1.428114)
C (2.242483, 1.094101, -2.828790)
C (3.095959, 1.221936, -3.890170)
C (2.855338, 2.213486, -4.870616)
C (1.782536, 3.045730, -4.748542)
C (0.895868, 2.936428, -3.644412)
C (-0.199483, 3.828313, -3.509300)
C (-0.995355, 3.758025, -2.398996)
C (-0.747861, 2.780143, -1.401077)
C (0.235229, 1.808581, -1.493015)
C (1.093347, 1.935580, -2.638918)
H (3.951207, 0.565367, -3.983564)
H (3.532461, 2.305216, -5.713248)
H (1.594453, 3.814689, -5.493053)
H (-0.380056, 4.560785, -4.290768)
H (-1.831926, 4.445653, -2.292950)
H (-1.393955, 2.797965, -0.519543)
C (-0.762558, 0.752055, 7.096324)
O (0.340013, 1.607236, 6.808339)
C (0.549617, 1.928567, 5.495447)
C (1.705698, 2.641969, 5.204232)
C (1.956257, 2.936894, 3.873419)
C (1.107310, 2.555464, 2.842638)
C (1.632805, 2.742542, 1.452369)
C (2.200947, 4.085657, 1.042081)
O (1.660680, 1.831242, 0.672226)
C (-0.101986, 1.922646, 3.159917)
O (-1.043255, 1.747843, 2.180611)
C (-0.346781, 1.587621, 4.494474)
H (-0.698763, 0.526287, 8.158189)
H (-0.712720, -0.173194, 6.518415)
H (-1.714153, 1.249518, 6.885147)
H (2.376967, 2.942872, 5.998937)
H (2.875087, 3.453685, 3.613429)
H (1.756119, 4.913151, 1.597420)
H (2.010654, 4.200326, -0.025193)
H (3.283385, 4.101540, 1.197972)
H (-1.242773, 1.059118, 4.744075)
C (4.493429, -3.159281, 2.971144)
N (4.208501, -2.108080, 3.927960)
C (4.883030, -1.850694, 5.115239)
C (4.321576, -0.757637, 5.665238)
N (3.312288, -0.355900, 4.807480)
C (3.225178, -1.175610, 3.717894)
S (2.169831, -1.093522, 2.446420)
H (5.181890, -3.868402, 3.427984)
H (4.930332, -2.743327, 2.062800)
H (3.568928, -3.658293, 2.684343)
H (5.689541, -2.472002, 5.462232)
H (4.540431, -0.245342, 6.584419)
H (2.709002, 0.449772, 4.907642)

Atomic forces in eV per Å
2.053 1.206 0.223
0.074 0.034 0.003
-0.096 -0.038 -0.022
-0.039 -0.119 0.077
0.124 0.006 0.040
-0.001 0.107 -0.052
0.125 0.111 -0.049
-0.014 -0.001 -0.018
0.085 0.075 -0.018
-0.058 0.064 0.284
0.054 0.054 -0.148
-0.013 0.037 0.073
0.081 0.025 -0.062
0.063 0.105 -0.022
-0.865 0.133 0.045
-0.185 -0.230 -0.138
-0.081 0.042 -0.051
-0.008 -0.102 -0.041
-0.052 0.043 0.019
0.116 -0.071 -0.110
-0.123 0.161 0.189
0.143 0.071 -0.061
0.006 -0.051 -0.013
0.082 0.077 0.000
-0.126 -0.035 -0.043
-0.026 -0.102 0.025
0.048 0.085 -0.008
-0.005 0.120 -0.079
0.087 0.006 0.118
-0.075 -0.066 -0.275
0.101 -0.842 0.202
-0.330 -0.186 0.000
-0.242 -0.094 0.057
0.178 0.171 0.033
-0.001 0.001 -0.019
0.065 0.091 0.059
-0.123 -0.010 0.012
-0.012 -0.132 -0.052
0.024 0.073 0.011
-0.021 0.115 0.094
0.177 0.001 -0.066
-0.212 -0.299 0.003
0.209 -0.092 0.047
0.003 0.071 0.154
0.042 -0.186 -0.028
-0.600 -0.288 -0.483
0.011 0.123 -0.142
-0.041 0.165 0.033
-0.215 -0.323 0.586
0.029 -0.035 -0.048
-0.035 -0.018 0.034
0.060 -0.054 -0.066
0.008 -0.025 -0.011
-0.036 0.061 0.118
-0.036 -0.021 -0.076
0.054 -0.076 -0.100
-0.065 0.198 -0.004
0.003 -0.021 -0.006
0.000 0.017 -0.013
-0.006 0.002 0.021
0.002 -0.009 0.016
-0.010 -0.019 0.009
-0.019 0.009 -0.019
-0.013 -0.004 0.012
-0.008 -0.001 0.030
-0.001 0.006 0.008
0.006 -0.046 -0.022
-0.029 0.020 -0.005
0.003 -0.023 0.011
-0.019 -0.017 0.001
-0.020 0.011 0.005
0.019 0.004 0.011
0.001 -0.014 -0.020
-0.005 0.005 -0.010
-0.020 0.013 -0.017
0.014 -0.025 -0.011
-0.003 0.001 0.003
0.013 -0.001 -0.007
0.000 -0.020 0.015
-0.021 0.010 -0.006
-0.010 -0.006 0.007
-0.022 -0.011 0.006
-0.010 0.011 0.020
-0.008 -0.006 0.012
-0.027 0.013 0.002
-0.043 0.004 -0.004
0.002 0.038 0.015
0.013 0.006 -0.003
-0.022 0.006 -0.003
0.024 0.004 -0.002
0.006 -0.010 0.014
0.008 -0.025 0.011
-0.024 -0.013 0.011
-0.145 0.265 -0.204
-0.111 0.063 -0.053
-0.050 0.078 -0.078
0.052 -0.074 0.050
-0.053 -0.015 0.062
0.009 0.004 0.005
0.083 -0.081 -0.018
0.100 -0.056 0.145
-0.029 0.153 -0.114
-0.049 0.056 -0.647
0.154 -0.046 0.111
-0.002 0.009 -0.013
-0.005 -0.012 0.009
-0.005 -0.011 0.013
0.007 -0.002 0.002
0.029 -0.008 0.035
-0.092 -0.067 -0.153
0.096 0.111 -0.091
-0.046 -0.097 0.097
-0.161 -0.102 -0.008
0.057 -0.014 -0.055
0.113 0.030 0.066
0.083 0.209 -0.174
-0.218 0.243 0.058
-0.021 0.158 0.086
0.145 -0.477 0.184
-0.599 -0.185 -0.055
0.317 -0.171 0.329
0.203 0.070 0.029
0.015 0.027 0.019
0.018 -0.001 -0.036
-0.008 0.005 -0.006
-0.007 -0.010 -0.009
-0.043 -0.008 0.012
0.018 -0.024 -0.007
0.000 -0.013 0.012
-0.021 -0.024 0.005
-0.005 -0.054 0.061
0.003 0.084 0.089
0.082 -0.164 -0.092
-0.058 -0.026 -0.127
-0.130 0.030 -0.125
-0.047 0.148 0.098
-0.001 -0.045 0.061
0.213 0.002 0.110
-0.007 -0.008 -0.007
0.023 0.028 0.001
-0.030 -0.008 0.026
-0.015 -0.002 -0.020
-0.010 0.003 -0.017
0.011 -0.020 0.013

Values from the calculation:
Net charge   -2
Kohn-Sham gap   4.48 eV
F_max   2.4 eV/Å
2S+1   1

Atom charges from the Löwdin analysis, given in e for atoms 1 to 4:
1. Sr 1.239
2. C -0.117
3. O -0.103
4. C -0.292



Table of energy above the lowest of the compared OMol25 structures with the same formula, charge and spin (kcal/mol), in record order: 27.30 34.33